Record 1
Computed, not measured: C37H44N8O2S4SbTi as an isolated structure at a distorted geometry, with ωB97M-V/def2-TZVPD.

Properties
Relative energy (zero: lowest compared OMol25 entry of this formula, charge and spin), kcal per mole: 0.0
HOMO level, eV: -14.87
Charge: +3
E, eV: -128070.6888
Molar mass, g/mol: 930.7
HOMO-LUMO gap, Eh: 0.2222

Geometry (Å):
1 Ti 0.1648 -0.1777 0.0253
2 C -0.6615 1.9227 2.0922
3 C -1.5986 0.7353 2.2691
4 N -0.9307 -0.5516 1.9102
5 C -0.2815 -1.2645 3.0368
6 C 0.9997 -0.5893 3.4723
7 S 2.0267 -0.2741 2.0144
8 C 2.3678 1.5108 2.1280
9 C 1.5702 2.3223 1.1130
10 N 0.2171 1.7474 0.8955
11 H -0.0201 2.0550 2.9606
12 H -1.2396 2.8391 1.9611
13 H -2.4575 0.8431 1.6056
14 H -1.9698 0.6966 3.2958
15 H -1.6768 -1.1574 1.5695
16 H -0.0655 -2.2712 2.6793
17 H -0.9804 -1.3413 3.8743
18 H 1.5480 -1.2476 4.1467
19 H 0.8277 0.3512 3.9907
20 H 3.4335 1.6569 1.9574
21 H 2.1744 1.8058 3.1578
22 H 2.0731 2.3399 0.1475
23 H 1.4694 3.3580 1.4463
24 H -0.1637 2.3137 0.0956
25 O 1.9075 0.0095 -0.7428
26 N 2.0410 -0.2059 -2.0366
27 N 0.9270 -0.1619 -2.5866
28 O -0.1332 0.1468 -1.8604
29 C 0.7770 -0.5671 -3.9694
30 C 1.4907 -1.6557 -4.4303
31 C 1.3338 -1.9949 -5.7659
32 C 0.4861 -1.2564 -6.5825
33 C -0.2225 -0.1716 -6.0777
34 C -0.0836 0.1881 -4.7473
35 H 2.1465 -2.2145 -3.7755
36 H 1.8749 -2.8395 -6.1687
37 H 0.3773 -1.5268 -7.6234
38 H -0.8783 0.3976 -6.7210
39 H -0.6167 1.0288 -4.3249
40 S 0.4384 -2.5723 -0.1174
41 Sb 2.5965 -3.5138 -0.0847
42 C 2.3530 -5.3432 -1.0130
43 C 1.2212 -5.6458 -1.7616
44 C 1.1270 -6.8885 -2.3727
45 C 2.1510 -7.8137 -2.2302
46 C 3.2780 -7.5076 -1.4782
47 C 3.3858 -6.2690 -0.8649
48 C 4.1500 -2.5525 -1.0401
49 C 4.7866 -1.4464 -0.4755
50 C 5.8772 -0.8923 -1.1233
51 C 6.3265 -1.4346 -2.3227
52 C 5.6951 -2.5365 -2.8771
53 C 4.6011 -3.1057 -2.2379
54 C 3.0452 -3.7515 1.9171
55 C 4.3515 -3.5866 2.3683
56 C 4.6348 -3.8035 3.7118
57 C 3.6261 -4.1834 4.5840
58 C 2.3237 -4.3572 4.1265
59 C 2.0285 -4.1425 2.7893
60 H 0.4197 -4.9247 -1.8707
61 H 0.2544 -7.1391 -2.9607
62 H 2.0713 -8.7816 -2.7053
63 H 4.0713 -8.2337 -1.3667
64 H 4.2680 -6.0437 -0.2763
65 H 4.4524 -1.0323 0.4649
66 H 6.3894 -0.0428 -0.6916
67 H 7.1830 -1.0006 -2.8200
68 H 6.0577 -2.9613 -3.8032
69 H 4.1204 -3.9752 -2.6703
70 H 5.1474 -3.2956 1.6922
71 H 5.6473 -3.6829 4.0725
72 H 3.8567 -4.3599 5.6259
73 H 1.5479 -4.6781 4.8086
74 H 1.0176 -4.3009 2.4290
75 S -2.5529 -0.6388 -0.6257
76 C -3.0569 -2.2797 -0.7508
77 N -2.3759 -3.2660 -1.3187
78 C -3.1631 -4.4992 -1.4362
79 C -4.4818 -4.1167 -0.7209
80 N -4.2440 -2.7142 -0.3543
81 H -1.4879 -3.0993 -1.7605
82 H -2.6546 -5.3293 -0.9503
83 H -3.3219 -4.7443 -2.4850
84 H -4.6543 -4.7125 0.1727
85 H -5.3470 -4.2002 -1.3745
86 H -4.9397 -2.0914 0.0221
87 S -0.3238 3.5809 -1.6535
88 C -1.6558 4.4594 -1.0963
89 N -2.0214 5.5797 -1.7903
90 C -3.0641 6.3675 -1.4632
91 C -3.8096 6.0403 -0.3723
92 C -3.4047 4.8930 0.3245
93 N -2.3818 4.1285 -0.0041
94 H -1.4506 5.8091 -2.5955
95 H -3.2399 7.2233 -2.0998
96 H -4.6527 6.6350 -0.0605
97 H -3.9572 4.5886 1.2067

***

Record 2
Computed, not measured: one molecule with the formula C15H25NO2, with ωB97M-V/def2-TZVPD.

Properties
Relative energy (zero: lowest compared OMol25 entry of this formula, charge and spin), kcal per mole: 22.5
HOMO level, eV: -8.28
E, eV: -21545.7988
Molar mass, g/mol: 251.4
Structure (SMILES): Cc1cccc(OC[C@H](O)CNC(C)(C)C)c1C
HOMO-LUMO gap, Eh: 0.3327

Geometry (Å):
1 C -4.8887 -1.7844 0.6333
2 C -4.1803 -0.5419 0.1840
3 C -4.8849 0.6462 0.0407
4 C -4.2375 1.7984 -0.3578
5 C -2.8817 1.7790 -0.6289
6 C -2.1631 0.5961 -0.5056
7 C -2.8132 -0.5740 -0.0861
8 C -2.0386 -1.8478 0.0776
9 H -2.4510 -2.6329 -0.5542
10 H -1.0007 -1.6913 -0.1969
11 H -2.0871 -2.1906 1.1116
12 O -0.8373 0.4643 -0.8409
13 C 0.0317 1.5667 -0.7495
14 C 0.5529 1.7598 0.6886
15 O 1.1607 3.0203 0.8300
16 H 1.9330 3.0271 0.2511
17 C 1.5221 0.6128 1.0360
18 N 2.7106 0.7408 0.2076
19 H 3.3616 1.3810 0.6522
20 C 3.4408 -0.4656 -0.1773
21 C 2.5438 -1.3704 -1.0270
22 H 1.7985 -1.8787 -0.4211
23 H 3.1474 -2.1281 -1.5201
24 H 2.0309 -0.7837 -1.7835
25 C 4.6182 0.0108 -1.0364
26 H 5.1925 -0.8367 -1.4000
27 H 4.2490 0.5759 -1.8884
28 H 5.2823 0.6508 -0.4587
29 C 3.9754 -1.2472 1.0334
30 H 4.5413 -2.1135 0.7009
31 H 3.1562 -1.5897 1.6615
32 H 4.6301 -0.6173 1.6337
33 H 1.0126 -0.3232 0.8125
34 H 1.7444 0.6407 2.1126
35 H -0.2939 1.7556 1.3839
36 H -0.4242 2.4972 -1.0998
37 H 0.8816 1.3281 -1.3960
38 H -2.4013 2.6910 -0.9461
39 H -4.7875 2.7215 -0.4667
40 H -5.9457 0.6662 0.2434
41 H -5.9501 -1.5927 0.7667
42 H -4.7711 -2.5816 -0.0994
43 H -4.4795 -2.1387 1.5791

***

Record 3
Computed, not measured: a 2-piece molecular cluster, C3H9NS overall at a distorted geometry, with ωB97M-V/def2-TZVPD.

Properties
Relative energy (zero: lowest compared OMol25 entry of this formula, charge and spin), kcal per mole: 84.6
HOMO level, eV: -6.21
E, eV: -15578.6640
Molar mass, g/mol: 91.2
HOMO-LUMO gap, Eh: 0.2261

Geometry (Å):
1 C 0.0858 1.3831 2.2525
2 S -0.4600 0.1887 1.1069
3 H -0.0715 1.0657 3.3168
4 H 1.1280 1.6881 2.4028
5 H -0.4599 2.3932 2.3511
6 C 0.7339 -0.9503 -1.5239
7 C -0.2738 -1.7739 -1.2927
8 N 0.3514 0.4198 -1.8563
9 H 1.6900 -1.2486 -1.8823
10 H -0.1819 -2.8230 -0.9993
11 H -1.3018 -1.4943 -1.4722
12 H -0.0728 0.9851 -1.0855
13 H 1.1578 0.9481 -2.1764
14 H -0.3681 0.3642 -2.5863

***

Record 4
Computed, not measured: a 2-piece molecular cluster, C6H15NO overall at a distorted geometry, with ωB97M-V/def2-TZVPD.

Properties
Relative energy (zero: lowest compared OMol25 entry of this formula, charge and spin), kcal per mole: 59.1
HOMO level, eV: -7.73
E, eV: -10001.1926
Molar mass, g/mol: 117.2
Structure (SMILES): C=C(CCC)NC.O
HOMO-LUMO gap, Eh: 0.3126

Geometry (Å):
1 C -0.5499 -1.7849 1.9831
2 C -0.0036 -0.7536 1.0198
3 C -0.6831 0.6365 1.0280
4 C -0.4133 1.2086 -0.3754
5 C 0.7187 1.9083 -0.6044
6 C -2.3599 0.0419 -1.2594
7 N -1.0419 0.5734 -1.4437
8 H -1.6099 -1.7429 2.1493
9 H -0.3928 -2.8424 1.6334
10 H -0.0279 -1.7527 2.9222
11 H 1.0793 -0.5825 0.9974
12 H -0.2308 -1.2421 0.0359
13 H -0.3604 1.2492 1.8525
14 H -1.7341 0.5276 1.2415
15 H 1.1063 2.1209 -1.5772
16 H 1.2957 2.2619 0.2342
17 H -3.0386 0.2895 -2.1561
18 H -2.8830 0.3417 -0.3408
19 H -2.6356 -1.0183 -1.3298
20 H -0.8675 0.7453 -2.4146
21 H 4.5361 0.4843 -0.7386
22 H 5.0267 -0.8143 -1.3957
23 O 5.0694 0.1445 -1.4614

***

Record 5
Computed, not measured: one molecule with the formula C4H5NO2 at a distorted geometry, with ωB97M-V/def2-TZVPD.

Properties
Relative energy (zero: lowest compared OMol25 entry of this formula, charge and spin), kcal per mole: 72.8
HOMO level, eV: -9.08
E, eV: -9811.1559
Molar mass, g/mol: 99.1
Structure (SMILES): O=CC(=O)[C@H]1CN1
HOMO-LUMO gap, Eh: 0.3120

Geometry (Å):
1 C 1.2108 0.8651 0.1388
2 C 0.7695 -0.5669 -0.1302
3 C -0.7061 -0.7594 -0.4370
4 C -1.4808 -0.3702 0.7739
5 H 2.2104 1.0094 0.4101
6 H -0.9235 -1.6178 -1.0622
7 H -2.3767 -1.0452 1.1031
8 H -0.9286 0.1336 1.5207
9 H -1.2024 1.1997 -0.8844
10 N -1.6494 0.3700 -0.4717
11 O 0.4931 1.8042 -0.0049
12 O 1.5077 -1.4643 0.0226

***

Record 6
Computed, not measured: one molecule with the formula C2H8BNO3 at a distorted geometry, with ωB97M-V/def2-TZVPD.

Properties
Relative energy (zero: lowest compared OMol25 entry of this formula, charge and spin), kcal per mole: 0.0
HOMO level, eV: -8.98
E, eV: -10515.6958
Molar mass, g/mol: 104.9
Structure (SMILES): NCCOB(O)O
HOMO-LUMO gap, Eh: 0.3382

Geometry (Å):
1 O 1.4803 -0.5921 1.7039
2 O 3.2279 -0.8562 0.0905
3 O 0.8958 -0.2270 -0.6052
4 B 1.8959 -0.4659 0.3570
5 N -2.6731 0.5257 -0.4445
6 C -0.2795 0.1658 0.0188
7 C -1.4202 0.2087 -1.0038
8 H 2.2590 -0.7151 2.2711
9 H 3.8901 -0.9953 0.7965
10 H -2.6950 1.3396 0.2111
11 H -3.3138 0.7294 -1.1764
12 H -0.4752 -0.5543 0.8049
13 H -0.1074 1.1860 0.3890
14 H -1.1711 0.9549 -1.7969
15 H -1.5137 -0.7042 -1.6159